Density functional theory data (ωB97M-V with the def2-TZVPD basis set) for a molecular structure, C22H57O14V2.

Each line ends with the Mulliken charge.
Geometry (Å):
O: -33.983 -28.531 -10.097  -0.4791
V: -34.987 -28.365 -8.891  1.3462
O: -34.935 -29.693 -8.005  -0.4786
O: -34.281 -22.615 -7.642  -0.4526
V: -34.564 -23.752 -8.683  1.2048
O: -33.624 -23.513 -9.932  -0.5094
O: -31.375 -26.336 -7.668  1.8201
C: -32.730 -26.376 -7.656  -0.2200
O: -33.222 -25.191 -7.740  0.3222
O: -33.344 -27.463 -7.522  -0.0095
H: -31.309 -25.361 -7.796  -0.9622
C: -31.778 -22.408 -3.436  -1.6986
C: -32.156 -23.717 -4.070  1.1538
C: -33.649 -23.975 -4.195  -1.1215
O: -31.586 -23.761 -5.397  -0.4437
H: -30.706 -22.326 -3.272  0.3860
H: -32.308 -22.310 -2.486  0.4003
H: -32.089 -21.572 -4.064  0.3422
H: -31.785 -24.581 -3.500  -0.0225
H: -34.187 -23.957 -3.245  0.4480
H: -33.861 -24.976 -4.585  0.1971
H: -34.117 -23.256 -4.878  0.2430
H: -32.249 -24.197 -5.936  -0.1499
C: -27.247 -27.862 -9.789  -1.6393
C: -28.120 -26.689 -9.346  2.1481
C: -27.363 -25.818 -8.365  -1.6244
O: -28.458 -25.934 -10.506  -0.5829
H: -27.832 -28.612 -10.327  0.3028
H: -26.808 -28.416 -8.953  0.3960
H: -26.406 -27.534 -10.401  0.3895
H: -28.994 -27.130 -8.842  -0.6019
H: -27.155 -26.401 -7.468  0.3781
H: -27.988 -24.987 -8.023  0.2884
H: -26.465 -25.384 -8.799  0.4023
H: -28.928 -26.482 -11.158  0.2042
C: -32.239 -31.499 -6.824  -0.6718
C: -31.044 -31.449 -7.762  0.1735
C: -31.312 -30.618 -9.017  -0.5303
O: -29.972 -30.888 -7.033  -0.5261
H: -32.051 -32.177 -5.993  0.3503
H: -33.173 -31.803 -7.314  0.3870
H: -32.497 -30.524 -6.394  -0.3198
H: -30.779 -32.455 -8.092  0.3518
H: -30.426 -30.628 -9.656  0.2537
H: -31.515 -29.572 -8.761  -0.3697
H: -32.117 -31.054 -9.615  0.4955
H: -30.179 -29.947 -6.887  0.4135
C: -30.166 -26.722 -4.294  -1.0771
C: -29.319 -27.634 -5.158  1.3578
C: -28.627 -28.751 -4.407  -1.6185
O: -30.188 -28.308 -6.105  -0.1998
H: -30.854 -27.278 -3.656  0.3002
H: -30.750 -26.037 -4.915  0.0223
H: -29.503 -26.101 -3.687  0.4918
H: -28.580 -27.063 -5.728  -0.2853
H: -27.667 -29.004 -4.864  0.3916
H: -29.188 -29.684 -4.425  0.2836
H: -28.388 -28.487 -3.375  0.4090
H: -30.612 -27.633 -6.652  -0.1842
C: -35.256 -27.121 -2.761  -1.4944
C: -34.432 -27.612 -3.930  1.4726
C: -34.541 -29.126 -4.025  -0.9453
O: -34.972 -27.042 -5.155  -0.5961
H: -35.059 -26.076 -2.514  0.2435
H: -35.040 -27.711 -1.870  0.3979
H: -36.324 -27.223 -2.960  0.3629
H: -33.393 -27.278 -3.855  -0.2894
H: -35.580 -29.434 -4.126  0.3220
H: -34.073 -29.626 -3.177  0.4443
H: -33.989 -29.460 -4.910  -0.1665
H: -34.278 -27.231 -5.796  0.2429
C: -30.342 -22.967 -8.491  -0.4651
C: -30.074 -22.890 -9.982  1.5362
C: -30.345 -21.529 -10.586  -1.6891
O: -28.679 -23.165 -10.184  -0.6192
H: -31.416 -22.849 -8.300  0.0947
H: -29.818 -22.147 -8.000  0.5125
H: -30.019 -23.903 -8.028  -0.3480
H: -30.643 -23.643 -10.549  -0.5735
H: -29.649 -20.778 -10.217  0.3941
H: -31.379 -21.241 -10.370  0.2885
H: -30.241 -21.561 -11.671  0.4304
H: -28.596 -24.136 -10.197  0.3036
C: -31.801 -26.478 -11.162  -0.8273
C: -31.364 -27.744 -11.873  1.2261
C: -31.981 -27.938 -13.247  -1.6674
O: -29.946 -27.733 -11.972  -0.5739
H: -31.194 -26.342 -10.266  -0.1537
H: -32.865 -26.505 -10.916  0.3508
H: -31.706 -25.605 -11.816  0.4505
H: -31.738 -28.558 -11.233  -0.4351
H: -31.707 -27.106 -13.899  0.3816
H: -33.073 -27.986 -13.205  0.3224
H: -31.660 -28.870 -13.715  0.4722
H: -29.626 -28.566 -12.331  0.3180

The LUMO energy comes out at -0.2622 hartree. Its total charge is +1.